No. 1
Below is a single C3H5ClN2O4 molecule in a non-equilibrium geometry, with properties calculated with the ωB97M-V functional and the def2-TZVPD basis.

ORCA input file:
```
! RIJCOSX wB97M-V def2-TZVPD def2/J DEFGRID3
* xyz 0 1
C -0.76806 -0.92265 -0.48073
C 0.28761 1.04300 1.98196
C -0.84516 0.78469 1.02887
N 0.23730 -1.48630 -1.81258
N 1.38840 -0.68450 -1.95668
O -1.73422 -1.53558 -0.24467
O 2.08513 -0.60041 -0.99047
O 1.63298 -0.34229 -3.06998
O -0.28471 0.24904 -0.18804
Cl -0.80038 -1.76414 -3.13753
H 0.57402 0.22535 2.60393
H 1.10348 1.42132 1.50798
H 0.13335 1.87179 2.70562
H -1.37297 1.73855 0.76105
H -1.63674 0.00214 1.29127
*
```

As for the total energy: -987.77916 a.u. As for the structure (SMILES): CCOC(=O)N(Cl)[N+](=O)[O-]. For the energy relative to the best compared isomer or geometry (same formula, charge and spin), the calculation gives 1.1209 eV. As for the maximum force: 0.088 hartree/bohr. The calculation puts the orbital gap at 0.3920 Eh.

---

No. 2
Below is an isolated ion of composition C3H5ClNOS and charge +1 in a non-equilibrium geometry, with properties calculated with the ωB97M-V functional and the def2-TZVPD basis.

ORCA input file:
```
! RIJCOSX wB97M-V def2-TZVPD def2/J DEFGRID3
* xyz 1 1
C 0.58178 -0.42091 -0.45023
C 0.05826 0.19436 0.92229
C -0.25471 -0.10305 -1.59044
N 0.79755 -0.20848 2.10629
O 1.62437 -0.97863 -0.37976
S -1.94161 -0.00679 -1.53019
Cl -2.50055 1.02031 -3.07540
H 0.13452 1.36204 0.73555
H -1.00548 -0.07560 1.22724
H 0.15914 0.16659 -2.61358
H 1.67166 0.23188 2.30023
H 0.67508 -1.18172 2.34801
*
```

As for the total energy: -1105.30825 a.u. For the energy relative to the best compared isomer or geometry (same formula, charge and spin), the calculation gives 1.2623 eV. As for the maximum force: 0.075 hartree/bohr. The calculation puts the orbital gap (spin up / spin down) at 0.2044 / 0.2042 Eh.

---

No. 3
Below is a single C3H5ClNP molecule in a non-equilibrium geometry, with properties calculated with the ωB97M-V functional and the def2-TZVPD basis.

ORCA input file:
```
! RIJCOSX wB97M-V def2-TZVPD def2/J DEFGRID3
* xyz 0 1
C -0.83811 -1.31973 0.41850
C -0.91801 1.14090 -0.56178
C -0.18209 -0.03973 0.25933
N -1.07276 -2.35244 0.89022
P 1.73050 -0.40510 -0.64975
Cl 3.12555 0.05669 0.77008
H -1.19330 0.81933 -1.52927
H -1.92708 1.47224 -0.08974
H -0.28965 1.92433 -0.63404
H 0.01341 0.39908 1.35459
H 1.55154 -1.69557 -0.22814
*
```

As for the total energy: -973.56793 a.u. As for the structure (SMILES): C[C@@H](C#N)PCl. For the energy relative to the best compared isomer or geometry (same formula, charge and spin), the calculation gives 1.2390 eV. As for the maximum force: 0.099 hartree/bohr. The calculation puts the orbital gap at 0.3698 Eh.

---

No. 4
Below is C3H5ClO as an isolated structure in a non-equilibrium geometry, with properties calculated with the ωB97M-V functional and the def2-TZVPD basis.

ORCA input file:
```
! RIJCOSX wB97M-V def2-TZVPD def2/J DEFGRID3
* xyz 0 1
C 1.67452 0.21268 0.19521
C -0.56314 0.03033 -0.16776
C -1.68030 -0.61473 0.03141
H 1.11106 1.48294 0.19101
H 2.64034 0.15989 -0.89165
H 1.93611 -0.19728 1.35983
H -0.61692 1.19650 -0.71614
H -1.87891 -1.62200 0.35922
O 0.64200 -0.69052 -0.32714
Cl -3.26477 0.04218 -0.03401
*
```

As for the total energy: -652.55724 a.u. For the energy relative to the best compared isomer or geometry (same formula, charge and spin), the calculation gives 4.7909 eV. As for the maximum force: 0.095 hartree/bohr. The calculation puts the orbital gap at 0.3667 Eh.

---

No. 5
Below is a single C3H5ClO molecule in a non-equilibrium geometry, with properties calculated with the ωB97M-V functional and the def2-TZVPD basis.

ORCA input file:
```
! RIJCOSX wB97M-V def2-TZVPD def2/J DEFGRID3
* xyz 0 1
C -0.97646 -0.79164 -0.28154
C 0.33984 -0.40176 0.51984
C 0.83438 1.03032 -0.00723
H -0.87565 -0.70580 -1.37710
H -1.25043 -1.75727 -0.15384
H 0.50936 -0.63151 1.76146
H 0.76724 1.75763 -1.01373
H 1.57790 1.37865 0.68836
O 1.64718 -0.20091 -0.20610
Cl -2.57336 0.32229 0.06988
*
```

As for the total energy: -652.58911 a.u. As for the structure (SMILES): ClC[C@@H]1CO1. For the energy relative to the best compared isomer or geometry (same formula, charge and spin), the calculation gives 3.9237 eV. As for the maximum force: 0.080 hartree/bohr. The calculation puts the orbital gap at 0.4019 Eh.

---

No. 6
Below is a single C3H5ClO molecule in a non-equilibrium geometry, with properties calculated with the ωB97M-V functional and the def2-TZVPD basis.

ORCA input file:
```
! RIJCOSX wB97M-V def2-TZVPD def2/J DEFGRID3
* xyz 0 1
C -1.29658 -0.02792 -0.35761
C 0.05082 -0.44084 0.11861
C 0.48560 -1.65470 -0.09701
H -0.31502 0.79840 -1.72114
H -1.98649 -0.94436 -0.42106
H -1.72395 0.61498 0.40207
H -0.17019 -2.38320 -0.65179
H 1.50340 -2.01777 0.20911
O -1.26478 0.64360 -1.62131
Cl 1.02185 0.67788 1.00996
*
```

As for the total energy: -652.69904 a.u. As for the structure (SMILES): C=C(Cl)CO. For the energy relative to the best compared isomer or geometry (same formula, charge and spin), the calculation gives 0.9323 eV. As for the maximum force: 0.051 hartree/bohr. The calculation puts the orbital gap at 0.3974 Eh.

---

No. 7
Below is C3H5ClO as an isolated structure in a non-equilibrium geometry, with properties calculated with the ωB97M-V functional and the def2-TZVPD basis.

ORCA input file:
```
! RIJCOSX wB97M-V def2-TZVPD def2/J DEFGRID3
* xyz 0 1
C 0.68171 -0.42384 0.93235
C 0.28761 0.53347 -0.22722
C -1.03989 -0.08513 -0.80751
H 1.22104 0.19216 1.97659
H -0.50198 -1.07474 1.22717
H 1.36770 -1.09373 0.25872
H -0.35700 1.55140 -0.28749
H -1.82236 0.21784 -0.00617
O -1.39955 -0.43296 -1.79599
Cl 1.56273 0.61552 -1.27044
*
```

As for the total energy: -652.59448 a.u. For the energy relative to the best compared isomer or geometry (same formula, charge and spin), the calculation gives 3.7775 eV. As for the maximum force: 0.193 hartree/bohr. The calculation puts the orbital gap at 0.3773 Eh.

---

No. 8
Below is a 2-piece molecular cluster, C3H5ClO2 overall in a non-equilibrium geometry, with properties calculated with the ωB97M-V functional and the def2-TZVPD basis.

ORCA input file:
```
! RIJCOSX wB97M-V def2-TZVPD def2/J DEFGRID3
* xyz 0 1
C 0.54660 -0.70034 -1.52128
C 0.23040 0.37939 -0.80344
C -0.68540 0.34160 0.30068
O 0.79214 0.52598 2.06809
O -1.25014 -0.78945 0.65230
Cl -1.46295 1.79278 0.75006
H 1.22166 -0.63720 -2.35469
H 0.12466 -1.66651 -1.30204
H 0.64509 1.35097 -1.02610
H 1.59949 0.11261 1.76134
H -1.76154 -0.70984 1.47508
*
```

As for the total energy: -727.85935 a.u. For the energy relative to the best compared isomer or geometry (same formula, charge and spin), the calculation gives 3.7705 eV. As for the maximum force: 0.063 hartree/bohr. The calculation puts the orbital gap (spin up / spin down) at 0.2898 / 0.2828 Eh.

---

No. 9
Below is a 2-piece molecular cluster, C3H5ClO2 overall in a non-equilibrium geometry, with properties calculated with the ωB97M-V functional and the def2-TZVPD basis.

ORCA input file:
```
! RIJCOSX wB97M-V def2-TZVPD def2/J DEFGRID3
* xyz 0 1
C -0.00612 -1.82586 -0.44942
C 0.21916 0.95631 0.60845
C -2.02036 1.20273 0.08875
O -0.92863 -1.33761 -1.03609
O -0.73355 1.44629 -0.07229
Cl -2.62110 0.32992 1.37205
H -0.18620 -2.48605 0.41468
H -0.11627 0.28613 1.40773
H 1.27115 1.46548 0.66103
H 1.05939 -1.75629 -0.71249
H -2.75929 1.46384 -0.59844
*
```

As for the total energy: -727.80457 a.u. For the energy relative to the best compared isomer or geometry (same formula, charge and spin), the calculation gives 5.2611 eV. As for the maximum force: 0.086 hartree/bohr. The calculation puts the orbital gap (spin up / spin down) at 0.3055 / 0.2939 Eh.

---

No. 10
Below is a single C3H5ClOS molecule in a non-equilibrium geometry, with properties calculated with the ωB97M-V functional and the def2-TZVPD basis.

ORCA input file:
```
! RIJCOSX wB97M-V def2-TZVPD def2/J DEFGRID3
* xyz 0 1
C 0.66482 0.10305 -0.46601
C -0.05666 1.12404 0.37681
C -0.46596 -0.29614 0.53071
H 3.06219 0.39917 -0.56584
H 0.42987 0.13012 -1.54389
H 0.49662 1.58910 1.17807
H -1.32243 1.33410 -0.71416
H -0.31417 -0.80223 1.46879
O -0.92811 1.99486 -0.13128
S 2.35683 -0.49494 0.01478
Cl -1.96999 -0.95740 -0.09755
*
```

As for the total energy: -1050.86136 a.u. As for the structure (SMILES): O[C@@H]1[C@@H](S)[C@@H]1Cl. For the energy relative to the best compared isomer or geometry (same formula, charge and spin), the calculation gives 1.7474 eV. As for the maximum force: 0.053 hartree/bohr. The calculation puts the orbital gap at 0.3702 Eh.

---

No. 11
Below is a 2-piece molecular cluster, C3H5ClS overall in a non-equilibrium geometry, with properties calculated with the ωB97M-V functional and the def2-TZVPD basis.

ORCA input file:
```
! RIJCOSX wB97M-V def2-TZVPD def2/J DEFGRID3
* xyz 0 1
C 1.66415 0.37588 0.02171
C 0.33058 -0.34369 0.28885
C 0.42562 1.10846 -0.06756
S -0.23525 2.47834 -0.61820
Cl -3.65790 1.76259 -1.18212
H 2.28842 0.41322 0.89476
H 2.14997 0.06645 -0.86421
H -0.10317 -0.92025 -0.51636
H -0.00062 -0.40069 1.22864
H -3.73417 0.79877 -0.26044
*
```

As for the total energy: -975.59552 a.u. As for the structure (SMILES): S=C1CC1.Cl. For the energy relative to the best compared isomer or geometry (same formula, charge and spin), the calculation gives 1.6654 eV. As for the maximum force: 0.086 hartree/bohr. The calculation puts the orbital gap at 0.2990 Eh.

---

No. 12
Below is a single C3H5ClS molecule in a non-equilibrium geometry, with properties calculated with the ωB97M-V functional and the def2-TZVPD basis.

ORCA input file:
```
! RIJCOSX wB97M-V def2-TZVPD def2/J DEFGRID3
* xyz 0 1
C 0.91319 0.51374 0.02989
C -0.36761 -0.18357 -0.09356
C -1.58897 0.35123 0.00316
H 1.83431 -1.73704 -0.42764
H 1.02979 1.34531 -0.67273
H 0.99790 0.84484 1.02295
H -0.24665 -1.27044 -0.11388
H -1.85230 1.41137 0.07389
S 2.28849 -0.64134 0.09677
Cl -3.00813 -0.63410 0.08114
*
```

As for the total energy: -975.64078 a.u. As for the structure (SMILES): SC/C=C/Cl. For the energy relative to the best compared isomer or geometry (same formula, charge and spin), the calculation gives 0.4340 eV. As for the maximum force: 0.038 hartree/bohr. The calculation puts the orbital gap at 0.3722 Eh.